{"formula": "C2H20MnO16", "method": "ωB97M-V with the def2-TZVPD basis set", "largest_force_ha_per_bohr": 0.08808, "homo_lumo_gap_ev": [5.94, 5.69], "charge": -2, "multiplicity": 6, "e_homo_ev": [-1.59, -1.75], "lumo_ev": [4.3519, 3.9362], "s2": 8.756, "species": ["Mn", "C", "O", "O", "O", "C", "O", "O", "O", "O", "H", "H", "O", "H", "H", "O", "H", "H", "O", "H", "H", "O", "H", "H", "O", "H", "H", "O", "H", "H", "O", "H", "H", "O", "H", "H", "O", "H", "H"], "positions_angstrom": [[1.3302, 1.9183, -1.5144], [-0.0083, 0.2534, 0.0992], [0.0093, 1.5269, 0.3492], [0.5910, -0.0723, -0.9405], [-0.7189, -0.5215, 0.7819], [2.9618, 1.7516, -3.5766], [2.8283, 2.8841, -3.0290], [2.5628, 0.7601, -2.8849], [3.5107, 1.4342, -4.6705], [1.6101, -1.8813, -2.6935], [1.1014, -2.6642, -2.4612], [1.1834, -1.1627, -2.1899], [-2.3660, 2.9607, -0.8970], [-1.7406, 2.8250, -0.1769], [-1.8169, 3.0990, -1.6733], [-2.2316, -2.5569, 2.2901], [-1.6398, -1.9609, 1.8083], [-2.3518, -3.3048, 1.7007], [0.7636, 3.2737, 2.2592], [0.4504, 2.5654, 1.6576], [1.0550, 3.9774, 1.6754], [3.6038, -2.2557, -0.6795], [2.8135, -2.0944, -1.2255], [3.2848, -2.1986, 0.2313], [1.7845, -2.1528, 1.5786], [1.4476, -3.0433, 1.4511], [1.0750, -1.5793, 1.2596], [-0.7568, 0.1013, 3.6315], [-0.8060, -0.1542, 2.6953], [-0.9048, 1.0470, 3.6297], [-2.4230, 2.2885, 1.9656], [-1.6928, 1.8531, 1.4987], [-2.0090, 2.7051, 2.7253], [-1.1762, -2.4537, -1.3281], [-0.9437, -1.6887, -0.7648], [-1.3522, -3.1627, -0.7059], [-3.3629, -0.7540, -0.4485], [-3.1630, -1.0980, -1.3228], [-2.5029, -0.4650, -0.1059]], "forces_ev_per_angstrom": [[1.91, -1.68, -1.41], [-1.09, 1.22, -0.21], [0.40, 1.80, 0.26], [1.06, -0.62, -1.40], [-0.18, -0.99, 0.92], [2.05, -3.07, -2.62], [-1.48, 3.14, 1.42], [-2.69, -1.14, 3.12], [-0.10, 2.12, 0.07], [0.01, -0.42, 0.10], [-0.28, 0.09, 0.01], [0.22, -0.15, -0.30], [-0.04, 0.29, -0.31], [-0.03, -0.12, 0.11], [-0.02, -0.05, -0.07], [0.17, -0.25, 0.12], [-0.13, 0.15, -0.05], [-0.10, 0.05, -0.09], [-0.09, 0.08, 0.20], [0.18, -0.03, 0.00], [-0.01, 0.03, -0.01], [0.12, -0.29, 0.34], [0.28, 0.17, -0.33], [-0.10, 0.11, -0.18], [0.09, -0.10, 0.22], [-0.05, -0.01, -0.03], [-0.17, 0.04, -0.01], [0.13, -0.24, 0.19], [0.00, 0.14, -0.01], [-0.02, 0.10, -0.07], [-0.08, 0.05, 0.03], [0.04, -0.17, 0.07], [0.13, 0.14, -0.06], [0.12, -0.09, -0.17], [0.13, -0.37, -0.07], [-0.09, 0.04, 0.08], [-0.26, 0.18, -0.03], [0.16, -0.10, 0.00], [-0.21, -0.05, 0.16]]}

***

{"formula": "C2H21O9", "method": "ωB97M-V with the def2-TZVPD basis set", "largest_force_ha_per_bohr": 0.10120, "de_lowest_ev": 1.531, "homo_lumo_gap_ev": 8.27, "charge": -1, "multiplicity": 1, "e_homo_ev": -5.39, "lumo_ev": 2.8886, "species": ["C", "C", "O", "H", "H", "H", "H", "H", "O", "H", "H", "O", "H", "H", "O", "H", "H", "O", "H", "H", "O", "H", "H", "O", "H", "H", "O", "H", "H", "O", "H", "H"], "positions_angstrom": [[0.7139, 1.4635, -0.9318], [-0.2061, 1.2245, 0.2932], [0.1469, -0.0355, 0.8132], [0.5259, 2.4665, -1.4228], [0.5039, 0.7465, -1.6448], [1.7369, 1.6465, -0.5818], [-1.1321, 0.9695, -0.0638], [-0.1521, 1.9795, 1.0482], [-0.0081, -2.4225, 2.1872], [0.0939, -1.5355, 1.8182], [-0.3541, -2.9255, 1.4582], [2.0089, 0.4225, 3.0932], [1.4359, 0.7025, 2.3312], [2.6949, 0.9855, 2.9422], [-3.6611, 0.5675, 0.5322], [-2.9441, 0.4625, -0.1128], [-3.3321, 0.6505, 1.3662], [1.7199, -0.5855, -3.4598], [1.6329, -0.6935, -2.4718], [0.9099, -0.1405, -3.6928], [-0.7901, -1.7565, -0.9468], [-0.3701, -1.0915, -0.3938], [-0.2381, -2.5235, -0.9618], [2.9019, -0.9295, 0.0062], [3.2479, -1.2755, 0.8312], [2.0119, -0.6725, 0.2782], [-0.9831, 0.2205, -3.6088], [-1.0901, 1.1125, -3.8248], [-1.7421, 0.2835, -3.0078], [-2.0901, -0.0085, 2.6622], [-1.3341, 0.1835, 2.0402], [-1.8571, 0.5095, 3.4252]], "forces_ev_per_angstrom": [[-0.32, 4.17, 1.89], [3.04, -2.09, -1.01], [0.95, 0.19, 1.05], [-0.33, -0.74, 0.28], [0.25, -1.61, -1.23], [0.05, -1.03, -0.29], [-3.03, 1.03, -1.02], [-0.28, 1.02, 0.36], [0.41, -0.40, 0.58], [-0.07, 0.49, -0.09], [-0.33, -0.21, -0.38], [-3.40, -1.36, -0.46], [-0.15, -1.26, 0.55], [3.51, 2.34, -0.19], [-2.13, -0.07, -4.75], [-0.27, -0.06, 0.85], [2.04, 0.00, 3.68], [0.63, -0.39, 1.55], [0.29, 0.05, -1.53], [-0.58, 0.01, -0.04], [-1.41, -0.33, -1.23], [0.71, 0.68, 1.25], [0.62, -0.48, -0.02], [0.31, -0.10, -0.06], [0.18, -0.15, 0.11], [-0.81, 0.36, 0.06], [-1.16, -0.97, 0.84], [0.77, 2.64, -1.53], [0.19, -1.55, 0.56], [0.47, 0.51, -0.72], [-0.24, -0.89, 0.31], [0.09, 0.20, 0.63]]}

***

{"formula": "C2H22NO8", "method": "ωB97M-V with the def2-TZVPD basis set", "largest_force_ha_per_bohr": 0.12476, "de_lowest_ev": 1.257, "homo_lumo_gap_ev": 10.20, "charge": 1, "multiplicity": 1, "e_homo_ev": -13.09, "lumo_ev": -2.8899, "species": ["C", "C", "N", "H", "H", "H", "H", "H", "H", "H", "H", "O", "H", "H", "O", "H", "H", "O", "H", "H", "O", "H", "H", "O", "H", "H", "O", "H", "H", "O", "H", "H", "O"], "positions_angstrom": [[-2.9710, -0.5355, -0.3424], [-3.2414, -1.6908, -0.9050], [-1.5902, -0.1506, -0.0434], [-3.7203, 0.1792, -0.0343], [-4.2506, -1.9895, -1.1485], [-2.4924, -2.4092, -1.2110], [-1.4524, 0.0575, 0.9429], [-0.9348, -0.9206, -0.3422], [-1.3301, 0.7243, -0.5248], [-1.1826, 2.3806, -1.1341], [-0.0109, 1.8927, -0.2236], [-0.6660, 1.6022, -0.9026], [1.6368, 1.5239, 1.2967], [1.6514, 3.0701, 1.1542], [1.0535, 2.3042, 1.1453], [-0.5331, 1.9434, 2.0433], [-1.7289, 2.1673, 3.0234], [-1.4195, 1.6221, 2.2938], [0.5983, -1.8070, 3.2182], [1.1266, -0.9219, 2.0157], [0.3898, -1.4899, 2.3070], [2.5276, -0.3770, 0.3603], [3.3691, -0.0622, 1.6262], [2.4869, -0.0032, 1.2853], [0.9312, -1.9413, -0.9884], [0.2595, -2.4919, 0.3034], [0.0902, -2.2537, -0.6293], [0.8862, 1.3399, -2.5463], [1.1063, 0.5150, -3.8858], [1.5445, 0.7913, -3.0506], [2.1202, -0.3818, -1.9458], [3.2199, -1.4769, -1.6336], [2.4335, -1.0476, -1.2680]], "forces_ev_per_angstrom": [[0.54, -0.19, 0.56], [-0.36, -0.46, -0.55], [-2.40, -4.47, 1.53], [0.01, 0.05, 0.01], [-0.14, 0.24, 0.11], [0.27, 0.13, 0.20], [-0.23, -0.24, 0.46], [-0.34, 0.25, 0.31], [-0.68, -0.78, 0.12], [0.03, 0.40, -0.14], [0.10, 0.23, 0.17], [3.06, 5.05, -2.50], [0.01, 0.03, -0.03], [-0.38, -0.20, -0.01], [0.40, 0.07, -0.21], [-0.33, 0.14, 0.46], [0.07, -0.05, -0.02], [0.20, 0.00, -0.38], [-0.20, 0.47, -1.16], [0.00, -0.30, 0.48], [0.07, -0.37, 0.65], [0.07, 0.19, 0.48], [0.79, -0.05, 0.42], [-0.66, -0.04, -1.09], [0.37, -0.14, 0.04], [0.00, 0.08, -0.34], [-0.41, -0.21, 0.52], [0.70, -0.76, -0.87], [0.33, 0.33, 0.81], [-1.14, 0.43, 0.12], [0.37, -0.39, 0.18], [-0.18, 0.11, 0.03], [0.08, 0.46, -0.36]]}

***

{"formula": "C2H22O9", "method": "ωB97M-V with the def2-TZVPD basis set", "largest_force_ha_per_bohr": 0.03321, "de_lowest_ev": 0.496, "homo_lumo_gap_ev": 10.12, "multiplicity": 1, "smiles": "CO.CO.O.O.O.O.O.O.O", "e_homo_ev": -9.75, "lumo_ev": 0.3734, "species": ["C", "O", "H", "H", "H", "H", "C", "O", "H", "H", "H", "H", "O", "H", "H", "O", "H", "H", "O", "H", "H", "O", "H", "H", "O", "H", "H", "O", "H", "H", "O", "H", "H"], "positions_angstrom": [[-1.5032, -2.3852, 1.3031], [-0.9179, -3.6813, 1.1440], [-0.7458, -1.6543, 1.6424], [-1.9330, -2.0075, 0.3891], [-2.2702, -2.4573, 2.0773], [-0.2243, -3.6477, 0.4698], [0.2847, 2.8911, 1.0766], [0.2151, 1.8268, 2.0406], [-0.1711, 2.5904, 0.0981], [-0.1903, 3.8352, 1.4744], [1.3752, 3.0150, 0.9060], [-0.7181, 1.7598, 2.2914], [-2.3201, 1.1118, 3.5428], [-1.5014, 0.6067, 3.6671], [-2.9396, 0.4278, 3.8400], [-0.6096, -1.0204, -2.8834], [-0.4344, -1.8585, -2.4353], [0.2539, -0.5737, -2.9099], [0.6343, 0.0127, 0.0328], [0.4599, 0.4399, 0.8863], [-0.2293, 0.1901, -0.3720], [0.8178, -2.4671, -0.8524], [1.3154, -2.7642, -1.6463], [1.2529, -1.6831, -0.4992], [1.9638, 0.0324, -3.1848], [2.5780, 0.0974, -3.9263], [2.3355, 0.6140, -2.4622], [3.0024, 1.1514, -0.7006], [2.1388, 1.0164, -0.3443], [3.5835, 1.1832, 0.0679], [-1.7123, 1.1011, -1.2249], [-1.6881, 0.3948, -1.9101], [-2.1027, 1.9026, -1.5977]], "forces_ev_per_angstrom": [[1.00, -0.35, 0.47], [-0.39, 0.21, 0.18], [-0.25, -0.20, -0.08], [-0.28, 0.09, -0.41], [0.02, -0.12, -0.16], [-0.15, 0.41, 0.05], [0.39, 0.36, -0.32], [-0.70, 0.22, -0.11], [0.20, 0.31, 0.87], [0.61, -0.97, -0.46], [-0.76, 0.36, 0.04], [0.08, -0.01, 0.03], [0.35, -0.93, 0.28], [0.12, 0.35, 0.03], [-0.35, 0.47, -0.23], [-0.34, 0.13, -0.02], [-0.08, 0.29, 0.18], [0.03, -0.11, -0.20], [-0.37, 0.30, 0.25], [0.44, 0.06, 0.55], [0.06, -0.09, -0.63], [0.39, -1.26, -1.08], [-0.21, 0.38, 0.99], [-0.09, 0.37, -0.04], [0.58, 0.84, 0.89], [-0.16, 0.03, 0.19], [-0.23, -0.89, -0.94], [1.47, 0.50, -0.35], [-1.47, -0.49, 0.45], [0.06, -0.01, -0.27], [-0.10, -0.29, -0.15], [0.04, 0.48, 0.10], [0.12, -0.44, -0.08]]}

***

{"formula": "C2H23AgO12", "method": "ωB97M-V with the def2-TZVPD basis set", "largest_force_ha_per_bohr": 0.11621, "homo_lumo_gap_ev": [6.34, 5.57], "multiplicity": 3, "e_homo_ev": [-6.98, -10.59], "lumo_ev": [-0.6357, -5.0252], "s2": 2.009, "species": ["Ag", "C", "C", "O", "O", "H", "H", "H", "O", "H", "H", "O", "H", "H", "O", "H", "H", "O", "H", "H", "O", "H", "H", "O", "H", "H", "O", "H", "H", "O", "H", "H", "O", "H", "H", "O", "H", "H"], "positions_angstrom": [[2.1119, 1.9738, -1.6092], [-1.3938, 0.5987, 0.8678], [-0.2600, 1.0954, -0.0968], [-0.2914, 1.9657, -0.9612], [0.8283, 0.6439, 0.1218], [-1.1300, 1.0727, 1.8132], [-1.3019, -0.4837, 0.9572], [-2.3901, 0.8355, 0.4942], [-0.4920, -2.4448, 2.5568], [-0.8479, -2.1624, 1.7143], [0.3572, -2.0073, 2.6173], [-2.5147, -0.8459, -2.4770], [-2.2147, -0.1953, -1.8422], [-1.8696, -0.8075, -3.1831], [-0.2879, 4.6716, -0.0827], [0.6020, 4.9292, -0.3236], [-0.3245, 3.7331, -0.2675], [-1.4767, 2.4082, -4.0140], [-1.0148, 2.7361, -3.2424], [-1.2620, 1.4759, -4.0441], [2.0848, -0.8989, 2.1610], [2.9516, -1.2779, 2.0153], [1.9758, -0.2685, 1.4489], [1.5555, -1.9686, -1.4811], [2.0852, -1.5636, -0.7944], [1.6301, -1.3714, -2.2254], [-0.7125, -2.9021, -0.1967], [-0.9167, -3.5854, -0.8352], [0.1093, -2.5218, -0.5068], [-3.3614, -2.3056, 0.3926], [-2.4518, -2.4854, 0.1548], [-3.7593, -1.9758, -0.4131], [0.4483, 0.5795, 4.1613], [0.5710, 1.2156, 3.4566], [1.1642, -0.0457, 4.0475], [3.6239, 0.6161, -0.3393], [3.6466, 0.8447, 0.5899], [4.5282, 0.7218, -0.6347]], "forces_ev_per_angstrom": [[-0.53, 0.12, -0.08], [1.08, 0.62, -1.73], [-5.25, -0.74, 2.75], [-0.61, 1.52, -2.00], [5.05, -1.72, 0.35], [-0.47, -0.08, 0.11], [0.00, 0.20, 0.04], [0.07, 0.23, 0.25], [-0.15, -0.03, 0.49], [-0.06, -0.40, -0.13], [0.27, 0.15, 0.02], [-0.14, -0.16, 0.06], [-0.01, 0.21, 0.18], [0.09, -0.10, -0.23], [-0.14, 0.27, 0.26], [0.22, 0.15, -0.09], [-0.07, -0.14, -0.17], [-0.17, 0.05, -0.18], [0.15, 0.16, 0.25], [0.03, -0.16, -0.07], [0.18, -0.04, 0.22], [0.27, -0.31, 0.10], [-0.36, 0.19, -0.26], [-0.05, -0.25, 0.07], [0.32, 0.20, 0.20], [0.00, 0.19, -0.27], [-0.45, -0.11, 0.16], [-0.08, -0.25, -0.14], [0.47, 0.23, -0.42], [-0.52, 0.21, 0.36], [0.47, -0.12, -0.16], [-0.13, 0.04, -0.26], [-0.30, 0.19, 0.23], [0.11, 0.18, -0.06], [0.18, -0.23, -0.13], [0.05, -0.57, 0.10], [0.03, 0.26, 0.46], [0.43, 0.02, -0.26]]}

***

{"formula": "C2H23O10", "method": "ωB97M-V with the def2-TZVPD basis set", "largest_force_ha_per_bohr": 0.08521, "de_lowest_ev": 1.828, "homo_lumo_gap_ev": 8.37, "charge": -1, "multiplicity": 1, "e_homo_ev": -5.89, "lumo_ev": 2.4775, "species": ["C", "C", "O", "H", "H", "H", "H", "H", "O", "H", "H", "O", "H", "H", "O", "H", "H", "O", "H", "H", "O", "H", "H", "O", "H", "H", "O", "H", "H", "O", "H", "H", "O", "H", "H"], "positions_angstrom": [[0.0678, -1.3079, 0.7886], [-1.2574, -0.6159, 0.4258], [-1.1638, 0.7414, 0.8294], [0.0663, -2.4013, 0.6239], [0.2119, -1.1595, 1.8625], [0.8317, -0.8876, 0.2789], [-2.1024, -1.0331, 0.8875], [-1.3873, -0.6653, -0.6792], [1.5122, 1.3548, 1.2731], [1.9661, 1.2399, 0.4460], [0.6577, 0.9700, 1.0710], [0.9328, -1.6484, -2.4865], [0.3445, -1.9709, -3.1303], [0.3990, -1.4310, -1.7381], [2.9337, -2.0822, -0.8988], [2.1514, -1.9127, -1.4725], [3.5984, -2.2792, -1.4940], [-3.4163, 1.1589, -0.6374], [-3.0355, 1.9925, -0.9232], [-2.7729, 0.8124, -0.0120], [-1.0542, 0.7077, -3.7716], [-1.0176, -0.2329, -3.9942], [-0.5695, 0.8749, -2.9671], [0.2576, 1.3391, -1.3971], [-0.2054, 1.0009, -0.6590], [1.1871, 1.2661, -1.1981], [-1.4597, 0.3757, 3.4810], [-1.2189, 0.3275, 2.5513], [-0.6563, 0.0920, 3.9529], [3.1844, -1.1477, 1.7199], [2.8289, -1.5338, 0.9632], [2.4716, -1.0555, 2.2915], [-1.1143, 3.2777, 1.4538], [-2.0239, 3.4810, 1.3251], [-1.1474, 2.3524, 1.2340]], "forces_ev_per_angstrom": [[-3.29, -2.21, 1.87], [1.96, 1.44, -0.64], [0.31, -1.57, -0.67], [-0.05, 0.30, -0.10], [0.22, -0.02, -0.12], [2.57, 1.34, -1.55], [-1.20, -1.21, 0.62], [-0.25, -0.24, 0.18], [0.66, 0.24, 0.44], [0.84, 0.03, -0.09], [-1.25, 0.23, 0.38], [1.18, 0.42, 0.13], [-1.03, -0.72, -1.26], [-0.94, 0.53, 0.85], [-2.41, 0.63, 1.53], [0.85, -0.38, 0.30], [2.25, -0.60, -1.70], [-0.99, 0.08, -0.58], [0.14, -0.03, 0.00], [0.56, 0.40, 0.46], [-0.76, -0.36, -1.43], [0.11, 0.54, 0.39], [0.63, -0.07, 0.90], [1.00, 0.54, -2.62], [-1.50, -0.19, 2.33], [0.21, 0.10, -0.14], [0.39, -0.65, 1.55], [-0.01, 0.64, -1.03], [-0.54, 0.29, -0.24], [2.92, 0.47, 0.81], [-0.62, -1.10, -2.36], [-1.89, 0.60, 1.66], [0.58, 1.09, 0.23], [-1.17, 0.70, 0.02], [0.52, -1.25, -0.13]]}